1.
{"formula": "C3H8ClNO", "method": "ωB97M-V/def2-TZVPD", "species": ["N", "C", "C", "Cl", "C", "O", "H", "H", "H", "H", "H", "H", "H", "H"], "positions_angstrom": [[-1.46824, 0.91606, -1.85843], [-1.42828, 0.47080, -0.40054], [0.03164, 0.20282, -0.05188], [0.10940, 0.14041, 1.74994], [0.73738, -0.89051, -0.75223], [2.05702, -0.97161, -0.36915], [-2.13395, 1.61834, -1.99436], [-1.58499, 0.12412, -2.50386], [-2.14150, -0.37873, -0.23578], [-1.67644, 1.27998, 0.19931], [0.58570, 1.10532, -0.29815], [0.22589, -1.81796, -0.50046], [0.52988, -0.61744, -1.81333], [2.11273, -1.03877, 0.58781]], "homo_energy_ev": -9.8, "homo_lumo_gap_ev": 10.741, "smiles": "NC[C@@H](Cl)CO", "spin_multiplicity": 1, "e_above_lowest_kcal_mol": 25.0}

---

2.
{"formula": "C5H13N", "method": "ωB97M-V/def2-TZVPD", "species": ["C", "C", "C", "C", "C", "N", "H", "H", "H", "H", "H", "H", "H", "H", "H", "H", "H", "H", "H"], "positions_angstrom": [[0.34928, 0.24427, -0.18328], [1.09309, 0.89211, 0.96000], [-0.05084, -1.97604, -0.11806], [1.14107, 0.17180, -1.46173], [-1.82794, 0.87547, 0.78033], [-0.96386, 0.57252, -0.34447], [-1.37526, -0.17941, -0.92148], [1.51079, 1.17148, -1.73239], [0.73688, 0.50686, 1.91908], [0.93881, 1.97623, 0.96854], [2.16720, 0.72141, 0.88130], [0.92859, -2.32135, 0.23431], [-0.83593, -2.37388, 0.53341], [-0.20605, -2.36546, -1.13242], [2.02168, -0.45776, -1.31438], [0.56338, -0.28577, -2.26321], [-1.99475, -0.04191, 1.36079], [-2.79142, 1.22522, 0.40775], [-1.40472, 1.64421, 1.42590]], "homo_energy_ev": -7.2, "homo_lumo_gap_ev": 8.158, "spin_multiplicity": 1, "e_above_lowest_kcal_mol": 69.4}

---

3.
{"formula": "C11H14N2", "method": "ωB97M-V/def2-TZVPD", "species": ["C", "C", "C", "C", "N", "N", "H", "H", "H", "H", "H", "H", "C", "C", "C", "C", "C", "C", "C", "H", "H", "H", "H", "H", "H", "H", "H"], "positions_angstrom": [[-1.71193, 0.52120, -1.84411], [-0.19240, -2.67821, -2.37903], [-0.77291, -0.58059, -2.13557], [0.35782, -0.61013, -2.91354], [-1.03646, -1.85577, -1.72478], [0.70652, -1.91009, -3.01766], [-0.38946, -3.73067, -2.45199], [1.60235, -2.24996, -3.37272], [0.82019, 0.20271, -3.43240], [-1.69905, 0.73975, -0.75368], [-2.77562, 0.27763, -1.84214], [-1.29357, 1.43648, -2.24303], [-0.68126, 1.63355, 4.08945], [0.03772, 1.16280, 2.87832], [-0.51919, 0.14686, 2.06279], [1.18500, 1.80916, 2.47328], [0.09424, -0.16789, 0.85083], [1.75570, 1.59271, 1.19971], [1.18132, 0.60671, 0.42769], [-0.35285, 2.61611, 4.44636], [-0.80194, 0.86785, 4.85145], [-1.47902, -0.34558, 2.23912], [1.69790, 2.53539, 3.10072], [-0.28073, -0.95170, 0.21387], [2.65802, 2.11654, 0.92985], [1.65569, 0.48679, -0.55402], [-1.76186, 1.76983, 3.88870]], "homo_energy_ev": [1.1, -4.9], "homo_lumo_gap_ev": [1.975, 7.900], "spin_multiplicity": 2, "charge": -1, "e_above_lowest_kcal_mol": 16.0}

---

4.
{"formula": "C24H18IO2PtSe", "method": "ωB97M-V/def2-TZVPD", "species": ["Pt", "C", "C", "O", "C", "C", "C", "C", "C", "C", "O", "H", "H", "H", "H", "H", "H", "H", "I", "C", "C", "C", "C", "C", "C", "C", "C", "C", "C", "H", "H", "H", "H", "H", "H", "Se", "C", "C", "C", "C", "C", "C", "H", "H", "H", "H", "H"], "positions_angstrom": [[0.90919, -0.05148, -0.33182], [-1.39816, -0.24838, -4.32143], [-1.15124, 0.04028, -2.85002], [0.02633, -0.03985, -2.49304], [-2.27238, 0.39877, -1.99762], [-3.51819, 0.64664, -2.62276], [-4.63871, 1.03614, -1.94181], [-4.54583, 1.19740, -0.54614], [-3.37443, 0.95860, 0.10644], [-2.18242, 0.52429, -0.56772], [-1.18547, 0.26158, 0.18042], [-0.46078, -0.59124, -4.75133], [-1.71413, 0.65619, -4.84343], [-2.16948, -1.00662, -4.45669], [-3.58637, 0.53981, -3.69652], [-5.56829, 1.22178, -2.46305], [-5.41512, 1.51769, 0.01824], [-3.29125, 1.07851, 1.17897], [1.93919, -0.05339, 2.23009], [1.39662, -2.07731, 2.34634], [1.55408, -2.69155, 3.55555], [1.23450, -4.05758, 3.69224], [0.78325, -4.75523, 2.61189], [0.61777, -4.12838, 1.35178], [0.15490, -4.87356, 0.24251], [0.00770, -4.26301, -0.96784], [0.29483, -2.89109, -1.11834], [0.72755, -2.09629, -0.07941], [0.91309, -2.74264, 1.18817], [1.92524, -2.13479, 4.40573], [1.35460, -4.54072, 4.65397], [0.54325, -5.80929, 2.69750], [-0.07420, -5.92480, 0.37616], [-0.34199, -4.83094, -1.82319], [0.16658, -2.44854, -2.09923], [1.40241, 2.35195, -1.12413], [2.16368, 3.49040, 0.21293], [3.54212, 3.53907, 0.42688], [4.09460, 4.42814, 1.33856], [3.28007, 5.28695, 2.06452], [1.90550, 5.23633, 1.87367], [1.35442, 4.34554, 0.96327], [4.17988, 2.86918, -0.13625], [5.16885, 4.44885, 1.48293], [3.71108, 5.98715, 2.76982], [1.25540, 5.89257, 2.44110], [0.28174, 4.30289, 0.82207]], "homo_energy_ev": [-3.4, -4.1], "homo_lumo_gap_ev": [6.007, 6.547], "spin_multiplicity": 3, "charge": -1}

---

5.
{"formula": "CH3N2O2", "method": "ωB97M-V/def2-TZVPD", "species": ["C", "N", "N", "O", "O", "H", "H", "H"], "positions_angstrom": [[1.76020, 0.02915, -0.01264], [-1.30353, -0.42223, 0.24322], [-2.06735, 0.47703, -0.25530], [2.32170, -0.67933, -0.80282], [2.02120, 0.99270, 0.67125], [-0.96375, -1.16940, -0.40219], [0.40760, -0.35606, 0.07303], [-2.17608, 1.12813, 0.48545]], "homo_energy_ev": [-3.3, -3.3], "homo_lumo_gap_ev": [7.648, 7.647], "spin_multiplicity": 1, "charge": -1, "e_above_lowest_kcal_mol": 50.5}

---

6.
{"formula": "C4H14O4", "method": "ωB97M-V/def2-TZVPD", "species": ["C", "C", "C", "C", "O", "H", "H", "H", "H", "H", "H", "H", "H", "O", "H", "H", "O", "H", "H", "O", "H", "H"], "positions_angstrom": [[-0.92079, -3.46949, -1.43232], [-1.31285, -2.28895, -0.56729], [-0.16911, -1.78032, 0.32776], [-0.54557, -0.54659, 1.07650], [-1.28260, 0.33102, 0.70625], [-1.68906, -3.67269, -2.18105], [-0.87473, -4.38029, -0.83012], [0.06875, -3.39459, -1.88204], [-2.12996, -2.64714, 0.06490], [-1.65700, -1.41038, -1.11651], [0.70310, -1.54367, -0.27878], [0.15036, -2.52908, 1.05773], [-0.00691, -0.41952, 2.04091], [1.62558, 2.79340, -0.14619], [0.69562, 3.02395, -0.26501], [1.90798, 3.72519, -0.15632], [2.47374, 0.23152, -0.92994], [2.84052, 0.81730, -1.59728], [2.47358, 0.77976, -0.13716], [-0.80582, 3.32777, 1.26085], [-0.67714, 2.69258, 1.98829], [-1.54018, 2.81068, 0.88284]], "homo_energy_ev": -10.0, "homo_lumo_gap_ev": 10.682, "smiles": "CCCC=O.O.O.O", "spin_multiplicity": 1, "e_above_lowest_kcal_mol": 7.8}

---

7.
{"formula": "C2H6BrN", "method": "ωB97M-V/def2-TZVPD", "species": ["C", "N", "C", "Br", "H", "H", "H", "H", "H", "H"], "positions_angstrom": [[-1.20528, 0.31522, 0.06042], [-0.03652, -0.24433, -0.56607], [1.04466, -0.44534, 0.30116], [0.43397, 0.53575, -2.19216], [-2.00238, 0.56399, -0.55878], [-1.53190, -0.41306, 0.71825], [-1.03038, 1.30524, 0.53355], [0.99434, -1.54699, 0.67845], [2.10737, -0.44850, -0.16389], [1.22611, 0.37801, 1.18909]], "homo_energy_ev": -8.7, "homo_lumo_gap_ev": 9.363, "smiles": "CN(C)Br", "spin_multiplicity": 1, "e_above_lowest_kcal_mol": 24.8}

---

8.
{"formula": "C5H11ClOSi", "method": "ωB97M-V/def2-TZVPD", "species": ["C", "C", "C", "C", "C", "O", "Si", "Cl", "H", "H", "H", "H", "H", "H", "H", "H", "H", "H", "H"], "positions_angstrom": [[1.51269, 2.04928, 0.03706], [1.44664, 0.72989, -0.21863], [1.86800, -0.34721, 0.77579], [-2.90005, -1.43172, 0.19177], [0.89186, 0.36951, -1.54448], [-0.38205, -0.87481, -1.18758], [-1.32723, -0.45631, 0.08877], [-1.69853, 1.50147, 0.04678], [1.00544, 2.86581, -0.49060], [1.85640, 2.37583, 1.01282], [1.59281, -0.14907, 1.77359], [3.00199, -0.46366, 0.86867], [1.43382, -1.24229, 0.64285], [-3.82137, -0.86390, 0.47659], [-3.01052, -2.17387, -0.61977], [-2.84441, -2.00307, 1.08762], [0.39936, 1.21832, -2.07456], [1.52538, -0.28963, -2.14222], [-0.55023, -0.81456, 1.27554]], "homo_energy_ev": -9.6, "homo_lumo_gap_ev": 10.174, "spin_multiplicity": 1, "e_above_lowest_kcal_mol": 15.0}